1.
21
Properties=species:S:1:pos:R:3:lowdin_charge:R:1 method="wB97M-V/def2-TZVPD" homo_lumo_gap_ha=0.319 smiles="C[C@]1(N)CC=CC(Cl)=C1[N+](=O)[O-]" e_homo_ev=-9.00 lumo_energy_ev=-0.3
C 0.68 0.68 1.47 -0.02
C 0.29 -0.49 0.49 -0.52
N 0.29 -1.70 1.15 0.11
C 1.31 -0.47 -0.67 -0.13
C 1.23 0.75 -1.57 -0.06
C 0.02 1.34 -1.73 -0.11
C -1.17 0.75 -1.07 -0.58
Cl -2.66 1.14 -1.84 0.74
C -1.09 -0.14 -0.08 -0.12
N -2.30 -0.61 0.57 -0.38
O -2.52 -1.78 0.58 0.12
O -3.02 0.28 0.97 0.08
H 1.72 0.63 1.93 0.10
H -0.08 0.92 2.32 0.12
H 0.74 1.54 0.86 0.04
H -0.42 -2.32 1.11 0.03
H 1.19 -2.10 1.15 0.09
H 1.28 -1.49 -1.12 0.15
H 2.29 -0.32 -0.32 0.09
H 2.22 1.00 -1.92 0.11
H 0.00 2.39 -2.27 0.15


2.
24
Properties=species:S:1:pos:R:3:lowdin_charge:R:1 method="wB97M-V/def2-TZVPD" homo_lumo_gap_ha="0.283 / 0.242" e_homo_ev="-9.58 / -8.84" lumo_energy_ev="-1.9 / -2.3"
C -0.38 0.32 0.14 0.19
C 0.40 1.31 0.40 -0.65
C 3.10 -0.33 1.16 0.00
C -1.47 -0.36 -0.48 -0.52
C -4.78 -1.01 0.66 -0.05
C 3.06 1.25 -0.85 0.03
C -3.58 -1.41 -0.31 -0.15
N 1.58 1.24 1.10 -0.02
N 2.69 0.62 0.46 -0.23
O -1.46 -0.51 -1.69 0.12
O 4.18 -1.55 -0.91 -0.46
O 5.52 -0.02 0.50 -0.46
O -2.48 -0.67 0.30 -0.01
S 4.70 -1.23 0.41 0.73
Cl 0.01 3.00 -0.15 0.63
H -5.74 -1.46 0.31 0.08
H -4.57 -1.23 1.62 0.02
H -5.08 0.10 0.58 0.10
H 2.93 0.37 -1.52 0.10
H 2.30 1.96 -0.91 0.03
H 4.12 1.38 -1.03 0.10
H -3.81 -1.12 -1.30 0.09
H -3.24 -2.54 -0.22 0.17
H 2.00 1.88 1.73 0.14


3.
26
Properties=species:S:1:pos:R:3:lowdin_charge:R:1 method="wB97M-V/def2-TZVPD" homo_lumo_gap_ha=0.181 e_homo_ev=0.15 lumo_energy_ev=5.1 charge=-2
Pd 0.95 1.50 0.64 0.28
O 1.98 -2.85 -3.92 -0.41
Cl 2.85 -2.39 -2.85 0.62
O 3.37 -3.54 -2.13 -0.41
O 2.09 -1.56 -1.94 -0.39
O 3.95 -1.65 -3.42 -0.39
C -0.24 2.36 3.43 -0.24
O 0.95 3.08 3.25 -0.24
C 1.72 2.81 2.02 -0.56
O 2.72 3.49 2.01 -0.12
H -0.33 2.07 4.49 0.05
H -0.25 1.45 2.81 0.01
H -1.12 2.96 3.16 0.06
N 0.40 -1.67 0.31 0.12
C -0.64 -0.98 -0.21 -0.40
C -1.89 -1.58 -0.44 -0.04
C -2.93 -0.83 -0.92 -0.12
C -2.73 0.52 -1.18 -0.12
C -1.47 1.04 -0.95 -0.17
N -0.44 0.33 -0.47 -0.02
H 0.42 -2.66 0.11 0.09
H 1.30 -1.22 0.22 0.05
H -2.01 -2.64 -0.22 0.10
H -3.90 -1.29 -1.09 0.09
H -3.51 1.16 -1.56 0.08
H -1.24 2.08 -1.14 0.08


4.
21
Properties=species:S:1:pos:R:3:lowdin_charge:R:1 method="wB97M-V/def2-TZVPD" homo_lumo_gap_ha=0.326 smiles="CC1(C)N=N[C@H]2C=CC(Cl)=NN21" e_homo_ev=-8.67 lumo_energy_ev=0.2
C -2.01 -1.34 0.50 -0.05
C -0.57 -1.08 0.20 -0.59
C 0.02 -2.19 -0.62 -0.05
N 0.12 -0.99 1.58 0.08
N 0.51 0.10 1.89 0.05
C 0.06 1.13 0.97 -0.20
C 0.93 2.27 0.67 -0.04
C 1.53 2.36 -0.50 -0.09
C 1.31 1.32 -1.47 -0.69
Cl 2.20 1.42 -3.01 0.61
N 0.57 0.31 -1.31 0.00
N -0.31 0.25 -0.37 -0.01
H -2.43 -0.65 1.35 0.11
H -2.13 -2.32 0.77 0.04
H -2.62 -1.09 -0.47 0.13
H 0.19 -3.00 0.20 0.11
H 1.04 -1.75 -1.01 0.10
H -0.62 -2.43 -1.54 0.11
H -0.92 1.38 1.48 0.16
H 1.05 3.05 1.36 0.10
H 2.09 3.24 -0.67 0.10


What did the fourth record say?
21
Properties=species:S:1:pos:R:3:lowdin_charge:R:1 method="wB97M-V/def2-TZVPD" homo_lumo_gap_ha=0.326 smiles="CC1(C)N=N[C@H]2C=CC(Cl)=NN21" e_homo_ev=-8.67 lumo_energy_ev=0.2
C -2.01 -1.34 0.50 -0.05
C -0.57 -1.08 0.20 -0.59
C 0.02 -2.19 -0.62 -0.05
N 0.12 -0.99 1.58 0.08
N 0.51 0.10 1.89 0.05
C 0.06 1.13 0.97 -0.20
C 0.93 2.27 0.67 -0.04
C 1.53 2.36 -0.50 -0.09
C 1.31 1.32 -1.47 -0.69
Cl 2.20 1.42 -3.01 0.61
N 0.57 0.31 -1.31 0.00
N -0.31 0.25 -0.37 -0.01
H -2.43 -0.65 1.35 0.11
H -2.13 -2.32 0.77 0.04
H -2.62 -1.09 -0.47 0.13
H 0.19 -3.00 0.20 0.11
H 1.04 -1.75 -1.01 0.10
H -0.62 -2.43 -1.54 0.11
H -0.92 1.38 1.48 0.16
H 1.05 3.05 1.36 0.10
H 2.09 3.24 -0.67 0.10